48
Properties=species:S:1:pos:R:3:forces:R:3:nbo_charge:R:1 method="wB97M-V/def2-TZVPD" relative_energy_kcal_mol=99.50 homo_lumo_gap_ev=9.5
O -0.28138 -0.02985 0.41237 -0.1 0.6 2.3 -0.99
H 0.64762 0.15215 0.44037 0.9 0.7 0.6 0.48
H -0.28937 -0.42685 -0.43263 -0.9 -1.2 -2.4 0.49
O -0.92438 -2.84785 0.49537 0.9 0.1 -0.8 -0.97
H -0.78838 -1.93485 0.78737 -0.3 0.1 0.1 0.49
H -1.23038 -3.34685 1.23937 -0.4 -0.3 0.7 0.48
O -2.15038 -1.31885 -3.70663 -0.5 0.2 -1.8 -0.95
H -1.73138 -1.31485 -2.86063 0.4 0.3 0.9 0.49
H -1.92537 -0.47285 -4.13263 -0.3 -0.6 0.5 0.45
O -3.14337 0.71215 -1.55563 -1.1 -0.3 -0.3 -0.98
H -3.03938 0.05815 -0.85663 -0.2 0.0 0.3 0.49
H -2.31237 1.14815 -1.62563 0.9 0.4 0.1 0.46
O 2.54362 0.74315 0.57237 -0.1 0.4 -1.5 -0.99
H 2.20162 0.16215 1.24737 0.3 -0.2 1.3 0.50
H 3.20762 1.32815 0.93037 0.2 -0.2 0.5 0.49
O 1.34863 3.16215 -0.24563 -1.1 1.2 -1.0 -0.98
H 2.01462 3.63815 -0.75363 0.2 -0.3 0.3 0.48
H 1.72862 2.43415 0.23037 0.6 -0.8 0.4 0.51
O 1.86262 -2.57985 0.70237 0.9 -0.7 -0.2 -1.00
H 2.57262 -3.21285 0.45637 -0.7 0.5 0.3 0.50
H 1.02762 -2.95385 0.38637 -0.5 -0.3 0.2 0.51
O 2.75162 -1.53885 -1.75163 0.3 -1.2 -0.2 -0.97
H 2.25262 -1.85485 -0.99563 0.2 0.0 0.4 0.46
H 2.42062 -0.66285 -1.87563 0.0 1.3 -0.3 0.48
O -0.68038 1.95515 -1.87263 -0.5 0.5 -1.9 -0.97
H -0.85037 2.44315 -2.71563 -0.1 -0.6 0.9 0.48
H -0.18338 2.58915 -1.36663 0.6 0.9 1.2 0.51
O 1.57962 -0.75985 2.73737 -0.6 0.1 -0.2 -0.96
H 1.54162 -1.62685 2.33437 -0.1 -0.7 -0.9 0.50
H 2.26362 -0.91285 3.37037 0.8 0.3 1.0 0.48
O -3.21538 -0.78985 0.83437 -0.7 -0.4 -0.1 -0.96
H -2.44337 -0.82285 1.39837 0.1 0.1 0.6 0.49
H -3.94838 -1.16285 1.34737 0.4 0.2 -0.2 0.48
O -0.18838 -1.20685 -1.81263 0.0 0.9 -0.3 -0.96
H 0.23362 -2.04785 -1.86663 0.4 -1.2 -0.1 0.50
H 0.45763 -0.59785 -2.21263 -0.1 0.0 -0.2 0.50
O 1.70462 0.92315 -2.55763 -0.2 0.3 0.7 -0.97
H 1.41862 1.05515 -3.45663 0.0 0.0 -0.7 0.48
H 1.06362 1.47315 -2.05062 0.5 -0.5 -0.3 0.50
O 0.64762 2.23815 2.65537 0.2 -0.2 -0.9 -0.98
H 0.65062 2.33415 3.59938 -0.4 0.0 0.5 0.47
H -0.22837 1.94815 2.34237 0.1 0.5 0.4 0.50
O -1.93838 1.91115 1.11737 -0.8 1.5 0.8 -0.99
H -1.28637 1.31315 0.77337 0.4 -0.7 -0.9 0.49
H -2.14738 2.57815 0.44237 0.2 -0.6 0.3 0.48
O -1.33338 -0.89685 3.32938 0.4 -1.7 -0.6 -0.97
H -1.47438 0.01815 3.49037 0.0 1.3 0.1 0.48
H -0.40738 -0.99785 3.03137 -0.5 0.6 0.4 0.49